Entry 1:
C14H22O3S2 | wB97M-V/def2-TZVPD

```
41
C14H22O3S2 | OMol25 | wB97M-V/def2-TZVPD
S -1.81 1.28 -0.57
S 0.39 3.04 0.02
O 1.51 1.77 2.75
O 2.07 0.06 1.13
O -1.28 2.47 2.07
C -0.19 0.45 1.36
C -1.26 1.25 2.12
C 1.20 0.84 1.92
C -3.46 0.21 1.67
C -0.10 1.31 0.00
C 3.51 0.15 1.55
C -2.92 -0.94 0.71
C -2.50 0.70 2.73
C 4.11 -1.21 1.85
C -1.38 3.53 -1.98
C 0.12 3.66 -1.64
C -1.85 2.10 -2.10
C -0.36 -1.21 1.10
C -1.77 -1.78 1.22
H 0.00 -1.34 0.02
H 3.88 -1.94 1.07
H -3.03 1.54 3.25
H 5.21 -1.16 1.93
H -1.33 1.55 -2.88
H -3.83 1.06 1.04
H 0.42 4.74 -1.67
H -2.91 2.14 -2.39
H -1.96 4.07 -1.23
H 3.49 0.75 2.50
H 3.74 -1.56 2.81
H 0.73 3.16 -2.40
H 0.66 0.67 -0.45
H 4.02 0.69 0.73
H -2.24 -0.02 3.49
H 0.34 -1.84 1.68
H -1.94 -2.12 2.25
H -3.74 -1.65 0.53
H -1.67 -2.71 0.65
H -4.36 -0.21 2.16
H -1.50 4.01 -2.94
H -2.67 -0.56 -0.30
```

The HOMO-LUMO gap comes out at 8.197 eV. Its LUMO energy is 0.556 eV. Its SMILES is CCOC(=O)[C@@]1(C2SCCCS2)CCCCCC1=O. The relative energy (zero: lowest compared OMol25 entry of this formula, charge and spin) is 7.0 kcal per mole. The total energy comes out at -1568.64103 Ha.

***

Entry 2:
C4H15N3O2 | wB97M-V/def2-TZVPD

```
24
C4H15N3O2 | OMol25 | wB97M-V/def2-TZVPD
O -0.18 -1.64 2.52
O -1.64 -2.73 0.37
N 1.99 0.56 0.59
N 0.35 -0.88 -1.70
N -1.63 0.36 -1.26
C 0.14 1.92 -0.32
C 1.19 1.81 0.76
C -1.09 1.03 -0.10
C -0.96 -0.44 -1.96
H 0.95 -1.03 -2.50
H -0.89 -3.05 -0.15
H -1.38 -1.04 -2.75
H 0.90 -0.21 -1.15
H -1.88 1.63 0.33
H 1.49 -0.22 0.99
H 0.82 1.86 1.78
H 0.56 1.75 -1.30
H -0.88 0.28 0.66
H 2.92 0.58 0.98
H -2.00 -1.99 -0.15
H -0.70 -1.57 1.70
H 0.10 -2.56 2.48
H 1.94 2.60 0.60
H -0.12 2.98 -0.42
```

The HOMO-LUMO gap comes out at 10.124 eV. Its LUMO energy is 0.785 eV. Its SMILES is N/C=N\CCCN.O.O. The relative energy (zero: lowest compared OMol25 entry of this formula, charge and spin) is 0.0 kcal per mole. The total energy comes out at -476.13272 Ha.

***

Entry 3:
C32H108N8O18 | wB97M-V/def2-TZVPD

```
166
C32H108N8O18 | OMol25 | wB97M-V/def2-TZVPD
O 2.17 -3.55 -5.11
O -2.56 0.08 6.37
O -2.23 3.91 0.38
O 2.97 4.88 -1.39
O 1.11 4.02 2.03
O -2.23 2.28 4.36
O -4.18 -4.04 -0.54
O 4.28 1.64 0.25
O 1.25 -2.34 2.20
O -4.32 2.57 2.46
O 1.94 2.75 -3.19
O 0.40 2.97 4.47
O -1.21 -3.75 2.32
O 0.16 5.57 -1.05
O -4.53 -1.38 -4.44
O 1.21 0.71 -5.05
O -1.25 -0.17 0.79
O 4.86 0.94 4.37
N 3.33 -0.41 2.39
N 0.36 3.36 -6.10
N -6.16 -2.17 0.82
N 1.36 2.20 -0.30
N -4.48 1.65 7.87
N 5.36 0.60 -3.10
N 0.81 -2.66 -1.76
N -1.86 -0.98 -1.82
C 5.88 1.89 4.51
C 4.76 1.72 -1.07
C -5.69 -0.93 -3.75
C -4.60 -4.08 0.81
C 4.09 -1.11 3.45
C -4.82 -2.64 1.25
C -0.12 2.08 -6.59
C -0.54 2.23 -8.06
C 2.24 -2.43 -5.99
C -2.91 -0.50 -2.77
C -3.40 -0.53 7.32
C 0.88 0.00 -1.20
C 4.52 -2.49 2.95
C 1.22 -3.41 -4.07
C -5.58 0.19 6.25
C 0.91 0.99 -6.42
C 5.40 -0.69 -1.05
C -2.79 -3.93 -0.69
C 4.66 0.40 -1.82
C 4.48 2.80 1.02
C -3.46 -1.67 -3.57
C -1.34 -0.62 6.29
C 0.32 1.16 -0.39
C -4.71 0.25 7.50
C -2.33 0.60 -3.66
C -1.99 -0.43 1.98
C 2.20 -0.28 -4.96
C -0.16 0.72 0.99
C 3.08 -3.29 -2.35
C 5.30 -0.32 3.90
C -4.75 -2.41 2.74
C 1.79 -2.66 -2.85
H -3.76 -2.47 -2.88
H 4.81 -2.48 1.90
H 0.09 -1.95 -1.89
H -3.86 1.71 8.67
H -2.94 -0.61 8.32
H 0.98 3.42 2.80
H 3.82 -3.36 -3.14
H 2.06 -1.77 2.12
H 0.50 4.75 2.20
H -2.72 1.64 4.91
H -4.95 -1.37 3.02
H 5.25 -0.21 -3.69
H -2.36 -3.15 -0.07
H -5.81 -0.85 6.01
H 0.83 3.29 -5.21
H 2.22 1.74 0.02
H -0.76 1.25 -8.50
H 4.30 2.55 -1.62
H -3.66 -0.04 -2.13
H 2.66 4.56 -2.25
H -5.91 -1.65 -2.95
H -0.48 6.19 -0.67
H 5.79 2.11 -1.10
H 6.40 2.14 3.58
H -1.52 -1.69 6.16
H 5.59 -1.54 -1.71
H -2.32 -1.46 1.95
H 2.94 0.41 2.84
H 3.51 -2.60 -1.60
H 2.94 -4.22 -1.80
H 0.21 -0.86 -1.11
H 6.58 1.65 5.31
H -2.83 0.26 2.07
H 5.95 -0.81 4.64
H 0.31 -3.54 -1.80
H -0.03 4.74 -0.60
H -3.87 -4.56 1.48
H 3.41 -1.31 4.27
H 0.32 3.71 5.08
H -5.20 -0.23 8.35
H -0.80 -0.29 5.39
H -4.96 3.25 2.66
H 3.60 0.22 -2.03
H -5.32 -3.14 3.33
H 0.69 0.19 1.45
H -5.04 0.60 5.39
H -4.51 2.30 1.55
H -2.38 -1.55 -1.14
H 1.07 0.23 -2.25
H -0.96 -3.86 3.24
H -1.72 -0.19 -1.19
H -5.53 -4.65 0.80
H -0.52 2.62 4.38
H 1.05 -2.33 3.14
H -6.91 -2.51 1.42
H -3.75 -2.64 3.12
H 1.76 1.97 -3.74
H -6.53 -0.95 -4.43
H 4.25 3.72 0.47
H -2.81 2.42 3.59
H -3.06 3.45 0.49
H -0.64 -0.49 7.12
H -0.48 1.60 1.55
H -2.02 1.44 -3.04
H -5.51 0.07 -3.34
H 0.54 0.05 -6.86
H -1.44 0.27 -4.20
H 2.06 -1.64 -3.15
H 4.80 -1.09 -0.23
H 1.79 2.45 -2.28
H -4.00 2.10 7.09
H -4.13 -2.00 0.69
H 3.80 2.73 1.87
H 2.37 -0.57 -3.92
H 5.01 1.41 -3.59
H 2.19 4.85 -0.83
H 5.96 -0.19 3.02
H -2.53 -3.79 -1.73
H -0.61 -3.07 1.97
H -1.04 1.75 -6.10
H 1.83 1.23 -6.97
H 1.79 -0.39 -0.73
H 5.50 2.86 1.42
H 0.34 -2.86 -4.41
H -2.29 -4.86 -0.38
H -1.35 -0.38 2.87
H -0.57 1.56 -0.90
H 1.27 -2.21 -6.43
H 6.34 -0.29 -0.67
H -3.61 -1.58 7.07
H 3.99 -0.05 1.70
H -6.37 -2.54 -0.10
H 5.38 2.80 4.86
H -2.66 -2.11 -4.16
H -3.06 0.87 -4.43
H -0.43 3.98 -5.92
H -1.80 3.45 -0.36
H -1.40 2.90 -8.15
H 1.18 2.84 0.48
H 0.98 -4.43 -3.74
H 2.63 -1.55 -5.47
H 1.97 -1.24 -5.45
H 5.37 -2.86 3.53
H 2.94 -2.76 -6.75
H 3.15 0.07 -5.37
H -6.51 0.73 6.44
H 0.24 2.73 -8.63
H 3.80 -3.29 3.11
```

The HOMO-LUMO gap comes out at 7.725 eV. Its LUMO energy is -0.315 eV. The relative energy (zero: lowest compared OMol25 entry of this formula, charge and spin) is 169.0 kcal per mole. The total energy comes out at -3075.99745 Ha.

***

Entry 4:
C3H5N2O | wB97M-V/def2-TZVPD

```
11
C3H5N2O | OMol25 | wB97M-V/def2-TZVPD
O 1.25 -1.74 0.29
N 2.17 0.36 0.20
N 2.69 1.33 -0.01
C -1.47 -0.38 -0.12
C -0.30 0.54 -0.02
C 1.19 -0.58 0.01
H -0.18 1.11 0.92
H -2.26 0.08 -0.55
H -0.08 1.21 -0.76
H -1.69 -0.65 0.92
H -1.31 -1.28 -0.88
```

The HOMO-LUMO gap comes out at 8.636 eV. The net charge is +1. Its LUMO energy is -7.887 eV. Its SMILES is CCC(=O)[N+]#N. The relative energy (zero: lowest compared OMol25 entry of this formula, charge and spin) is 114.6 kcal per mole. The total energy comes out at -301.64662 Ha.

***

E_HOMO? In order: -7.6; -9.3; -8.0; -16.5 eV.
M? In order: 302.461; 137.183; 893.254; 85.086 g mol⁻¹.